{"formula": "C6H12MnN5O2SSe2Te2", "method": "the ωB97M-V functional and the def2-TZVPD basis", "species": ["Mn", "N", "C", "C", "C", "O", "O", "H", "H", "H", "H", "H", "H", "Se", "Te", "Te", "Se", "C", "C", "N", "N", "C", "S", "N", "N", "H", "H", "H", "H", "H", "H"], "coordinates": [[0.3777, 1.2608, 0.3039], [-0.7007, 1.9178, 1.9442], [-1.1117, 0.8103, 2.8381], [-1.9343, -0.2261, 2.0934], [-1.1546, -1.0750, 1.0778], [-1.7070, -2.0103, 0.5265], [0.0306, -0.6401, 0.7685], [-0.1585, 2.6168, 2.4455], [-1.5247, 2.3948, 1.5851], [-1.6880, 1.1931, 3.6851], [-0.2003, 0.3583, 3.2296], [-2.7613, 0.2484, 1.5536], [-2.3937, -0.9164, 2.8007], [1.1798, 3.4692, -0.4701], [2.0521, 4.5870, 1.5577], [3.7166, 2.6722, 2.5318], [2.7019, 0.6297, 1.8052], [1.6528, -2.6380, -2.4821], [0.3786, -1.8844, -2.4621], [-0.7798, -2.3427, -2.7940], [-1.6374, -1.3055, -2.5557], [-1.0602, -0.2351, -2.0210], [-1.7241, 1.2217, -1.5010], [0.2659, -0.5828, -2.0150], [1.2520, 0.1813, -1.3946], [1.4744, -3.6182, -2.9143], [2.0250, -2.7734, -1.4647], [2.4112, -2.1187, -3.0700], [-2.6286, -1.4414, -2.6535], [1.8509, -0.4473, -0.8644], [1.7954, 0.6939, -2.0842]], "lowdin_spin": [2.902, -0.003, 0.003, 0.001, 0.003, 0.000, 0.009, 0.004, 0.003, 0.000, 0.005, 0.000, 0.000, 0.022, 0.116, 0.469, 0.401, 0.000, 0.000, 0.001, 0.004, 0.009, 0.041, 0.004, 0.000, 0.000, 0.000, 0.000, 0.000, 0.005, 0.000], "s2": 6.031, "homo_energy_ev": [-7.43, -7.25], "multiplicity": 5, "lumo_energy_ev": [-0.487, -2.265], "total_energy_ev": -205398.7077, "gap_ha": [0.2551, 0.1830], "fmax_ev_per_a": 0.99, "molar_mass_g_mol": 686.3}